[1]
Density functional theory data (ωB97M-V/def2-TZVPD) for 2 unconnected molecules or ions with the total composition C2H8N3O2P.

Last column: Mulliken charge in e.
Atoms and positions in Å:
1 H 1.033 0.849 2.470  0.1860
2 N -1.177 2.273 0.861  -0.5473
3 H 0.792 0.674 -1.422  0.3915
4 H 0.961 -3.256 -0.677  0.2180
5 H -0.483 -2.173 -0.050  0.2558
6 H 1.744 2.084 1.647  0.2092
7 C -0.092 -2.875 -0.794  -0.6511
8 N 0.280 -0.807 -2.284  -0.6101
9 H -0.736 -3.731 -1.033  0.3072
10 H -0.802 3.132 0.682  0.2466
11 N 1.038 1.378 1.686  -0.3730
12 O 0.435 1.427 -0.853  -0.4912
13 P -0.159 1.041 0.593  0.7593
14 C 0.027 -1.796 -1.751  0.5072
15 O -0.876 -0.257 0.609  -0.6608
16 H -1.985 2.037 0.315  0.2527

The value obtained for the max |F| is 3.4 eV/A. The net charge is 0. Its highest occupied orbital energy is -0.37358 Eh. The HOMO-LUMO gap is 0.40312 Ha. Its SMILES is NP(N)(=O)O.CC#N.

[2]
Density functional theory data (ωB97M-V/def2-TZVPD) for 2 unconnected molecules or ions with the total composition C12H16N2.

Last column: Mulliken charge in e.
Atoms and positions in Å:
1 N -3.401 -0.018 -0.176  -0.6071
2 C 3.090 0.443 1.578  0.8025
3 C -1.551 -1.571 -0.844  -0.1642
4 H -1.495 0.914 -2.693  0.4816
5 H -0.754 -1.641 -1.580  0.2875
6 H -2.917 -2.633 -2.208  0.3694
7 H 4.369 1.383 0.180  0.3164
8 H -1.295 -1.805 0.179  0.2159
9 C 0.980 0.997 -0.128  -0.3291
10 C -2.349 -0.329 -1.028  0.6986
11 C 3.347 1.075 0.360  -0.5953
12 C 1.824 -0.083 1.832  -0.7574
13 C -3.816 1.163 -0.521  -0.3418
14 C -2.167 0.707 -1.882  -0.7365
15 C 2.263 1.436 -0.429  -0.5721
16 H 0.181 1.358 -0.753  0.3784
17 C 0.778 0.158 0.956  -0.0673
18 N -3.165 1.636 -1.610  -0.1013
19 H -3.052 2.565 -1.986  0.2595
20 C 4.193 0.287 2.601  -1.3024
21 H 4.134 -0.700 3.074  0.3277
22 H -1.942 -3.672 -1.175  0.4030
23 H -4.646 1.627 -0.010  0.4493
24 H 4.026 1.019 3.395  0.2734
25 H -3.311 -2.810 -0.465  0.3825
26 C -2.521 -2.749 -1.198  -1.5456
27 H 5.165 0.383 2.126  0.3787
28 H 2.460 1.954 -1.363  0.3539
29 H -0.170 -0.333 1.094  0.4165
30 H 1.743 -0.760 2.673  0.3252

The value obtained for the max |F| is 2.8 eV/A. The net charge is 0. Its highest occupied orbital energy is -0.31878 Eh. The HOMO-LUMO gap is 0.34839 Ha. Its SMILES is CCc1c[nH]cn1.Cc1ccccc1.